[1]
Here is a 2-piece molecular cluster, C10H13O3 overall at a distorted geometry from the Open Molecules 2025 dataset. Energies are from ωB97M-V/def2-TZVPD.

CARTESIAN COORDINATES (ANGSTROEM)
C -1.363459 0.962607 4.145028
C -1.020991 1.004855 1.675563
C -1.106142 0.141820 2.769026
C -0.718294 0.484313 0.405839
C -0.798839 -0.904425 0.254909
C -1.080049 -1.207326 2.646015
C -0.902478 -1.748720 1.368520
O -0.922899 -1.566787 -0.926271
H -1.391274 2.024483 1.713801
H -0.508548 1.140071 -0.415082
H -0.515224 1.618989 4.277780
H -1.280784 0.168341 4.899952
H -1.027115 -1.798798 3.562422
H -0.374262 -1.241199 -1.745599
H -0.923915 -2.784033 1.026011
H -2.282213 1.525038 3.897958
C 1.969523 0.461041 -1.431073
C 3.297946 0.256709 -2.202290
C 0.740924 0.586275 -2.407083
O 0.414527 1.760594 -2.639416
O 0.394799 -0.513075 -2.911448
H 1.754269 -0.298349 -0.684056
H 2.032835 1.312093 -0.691161
H 4.181853 0.180266 -1.597132
H 3.348786 1.125600 -2.802294
H 3.294509 -0.612239 -2.870900

Atoms 1-6, force components in eV/Å:
C 0.77 -2.28 -2.59
C 0.10 -1.29 -1.50
C -0.89 3.75 1.82
C -0.60 -0.03 1.01
C -0.01 -0.72 -0.47
C 1.12 -1.28 -0.14

energy above the lowest of the compared OMol25 structures with the same formula, charge and spin	32.3	kcal/mol
HOMO energy	-4.782	eV
total charge	-1
LUMO energy	3.3	eV

[2]
Here is C10H14 as an isolated structure at a distorted geometry from the Open Molecules 2025 dataset. Energies are from ωB97M-V/def2-TZVPD.

CARTESIAN COORDINATES (ANGSTROEM)
C 1.896031 1.019750 0.594077
C -0.287871 1.605424 -1.401002
C 0.038268 -0.770732 -2.203314
C -0.419651 -0.162823 2.586190
C 0.962526 -0.038400 0.067324
C 0.128433 0.201624 -1.057412
C -0.258975 -0.912547 1.288562
C 0.900635 -1.376137 0.680312
C -1.512482 -1.076809 0.505858
C -2.629474 -1.402344 0.175221
H 0.835607 -2.226167 0.004700
H 2.443854 0.659116 1.466560
H 1.381498 1.944065 0.864596
H 2.643288 1.254306 -0.173732
H -0.508752 2.181979 -0.498142
H 0.488063 2.130676 -1.962371
H 0.800330 -0.499370 -2.945483
H 0.243128 -1.801372 -1.909032
H -0.936875 -0.727163 -2.690943
H -1.191987 1.582919 -2.017873
H -0.757719 -0.859433 3.360834
H 0.520423 0.284999 2.910543
H -1.165411 0.633990 2.511333
H -3.612888 -1.645551 -0.156807

Atoms 1-6, force components in eV/Å:
C -0.39 0.28 0.50
C 0.19 -0.13 0.16
C -0.34 -0.21 0.51
C 0.19 0.44 -0.28
C -0.45 -0.02 -0.06
C 1.15 0.66 -0.43

energy above the lowest of the compared OMol25 structures with the same formula, charge and spin	144.1	kcal/mol
HOMO energy (spin up / spin down)	-6.743 / -7.468	eV
total charge	0
LUMO energy (spin up / spin down)	-0.1 / 0.3	eV

[3]
Here is C10H14B2F4HgN6 as an isolated structure at a distorted geometry from the Open Molecules 2025 dataset. Energies are from ωB97M-V/def2-TZVPD.

CARTESIAN COORDINATES (ANGSTROEM)
H -1.998150 -1.514669 3.085367
N -0.796330 -1.483099 1.326352
B 0.863969 -2.098571 -0.571005
N -0.008945 -2.413389 0.695669
C -0.131286 -3.598288 1.334382
Hg -2.146469 0.197317 0.421758
H 0.379324 -4.470466 0.953282
C -1.007921 -3.423498 2.411840
H -1.351426 -4.177456 3.096103
C -1.366789 -2.080141 2.393801
H 1.278275 -3.129089 -1.021638
C 0.266092 4.212126 -0.288927
H -0.640125 4.792303 -0.489033
H -0.013198 3.152335 -0.340752
H 1.039601 4.429650 -1.031117
N 2.086342 -1.166211 -0.262492
N -0.083200 -1.416803 -1.629448
N 1.874974 0.123144 0.206384
N -0.916629 -0.364942 -1.375149
C 3.413104 -1.396296 -0.414044
C -0.165081 -1.717954 -2.940995
H 3.766378 -2.348849 -0.794749
H 0.427779 -2.533770 -3.339549
C 4.099418 -0.236266 -0.030226
C -1.079281 -0.852893 -3.539898
C 3.081172 0.676508 0.349135
C -1.517263 0.015674 -2.536661
H 5.158422 -0.074011 -0.012604
H -1.405841 -0.849688 -4.564577
H 3.204241 1.688417 0.718370
H -2.200618 0.851449 -2.559723
H 0.586796 4.375138 0.737714
F -3.046676 1.927377 1.840656
B -2.938753 3.457784 2.008660
F -3.901211 3.762049 2.976458
F -1.616434 3.668593 2.434801
F -3.194259 4.016486 0.751856

Atoms 1-6, force components in eV/Å:
H 0.26 -0.25 -0.39
N -0.06 0.01 0.63
B 0.67 0.86 0.39
N -0.82 0.28 0.17
C -0.63 0.96 0.19
Hg 1.68 0.54 0.74

energy above the lowest of the compared OMol25 structures with the same formula, charge and spin	12.3	kcal/mol
HOMO energy	-8.893	eV
total charge	0
LUMO energy	-3.3	eV

[4]
Here is C10H14B5CaF20O9 as an isolated structure at a distorted geometry from the Open Molecules 2025 dataset. Energies are from ωB97M-V/def2-TZVPD.

CARTESIAN COORDINATES (ANGSTROEM)
Ca 2.191365 -1.175174 -0.808350
B 5.194795 2.512738 0.512052
F 4.129736 1.789677 0.849835
F 4.860633 3.068664 -0.720111
F 5.423861 3.627849 1.289778
F 6.300933 1.674721 0.476676
B 1.471584 -1.645603 -5.552452
F 0.161577 -1.700954 -5.519309
F 1.882247 -2.389841 -4.439984
F 2.078519 -1.959683 -6.752665
F 1.756045 -0.299534 -5.441414
B 2.683691 -6.502414 0.397985
F 2.855658 -6.435773 1.676783
F 1.935227 -7.583290 0.067237
F 2.104379 -5.308006 -0.014368
F 3.933018 -6.614622 -0.173162
B 6.632166 -3.047782 1.636842
F 7.479569 -2.347021 2.457421
F 5.293303 -2.587508 1.679527
F 7.236095 -2.909633 0.441065
F 6.699264 -4.379168 1.978313
B 6.510819 -0.429487 -4.075839
F 6.292856 0.730030 -4.769809
F 5.362966 -0.520869 -3.244664
F 6.397447 -1.430267 -5.040167
F 7.670217 -0.427169 -3.367052
C -6.173318 -3.986681 0.330799
C -6.480979 -2.481570 0.561309
O -5.331897 -1.770599 0.100287
C -4.406247 -2.678764 -0.212493
O -3.209238 -2.360821 -0.424203
O -4.877770 -3.918569 -0.217402
H -6.828074 -4.530592 -0.350053
H -6.113901 -4.436407 1.321924
H -6.546242 -2.273346 1.629239
H -7.361362 -2.216616 -0.024199
C -3.647265 4.444793 -3.784053
C -4.015028 4.566207 -2.334607
O -3.407590 3.450418 -1.810787
C -2.305071 3.289582 -2.479317
O -1.317828 2.634362 -2.052114
O -2.402196 3.751333 -3.700213
H -3.547877 5.367536 -4.355696
H -4.347250 3.779408 -4.289417
H -5.100720 4.562344 -2.237872
H -3.757087 5.459891 -1.766363
C -2.843943 4.007053 4.372667
C -1.561275 3.245407 4.795181
C -1.635519 2.272277 5.954154
O -1.017576 1.124693 5.442912
C -0.801077 1.194034 4.128693
O -0.324652 0.293752 3.437896
O -1.273089 2.341160 3.699146
H -2.941675 4.746070 5.167907
H -3.715262 3.396543 4.135641
H -2.625272 4.523739 3.438150
H -0.680659 3.853068 5.003418
H -2.699581 2.057761 6.053424
H -1.241448 2.582651 6.921871

Atoms 1-6, force components in eV/Å:
Ca 1.80 -0.30 -0.75
B 2.19 1.04 -1.80
F -3.38 -2.25 1.75
F 0.04 0.23 -1.74
F 0.21 0.77 1.83
F 0.33 0.15 0.00

HOMO energy	-2.958	eV
total charge	-3
LUMO energy	2.4	eV

[5]
Here is C10H14BBrN6Os as an isolated structure at a distorted geometry from the Open Molecules 2025 dataset. Energies are from ωB97M-V/def2-TZVPD.

CARTESIAN COORDINATES (ANGSTROEM)
C -0.954772 1.053380 2.705351
N -0.623761 0.661167 1.445373
N -1.792922 0.572530 0.685044
C -2.816922 0.960772 1.463355
C -2.329695 1.242808 2.728942
B -1.733531 -0.015428 -0.765989
N -0.639002 0.793983 -1.549798
N 0.662428 0.787472 -1.037750
C 1.452778 1.499026 -1.879887
C 0.673242 1.935358 -2.950700
C -0.632077 1.492592 -2.707108
Os 1.129436 -0.006102 0.740893
N -1.153509 -1.466328 -0.572020
N 0.080745 -1.612930 0.052982
C 0.370808 -2.935629 0.130981
C -0.671670 -3.628958 -0.469595
C -1.609733 -2.690881 -0.884997
H 1.279709 -3.259290 0.623060
H -2.551056 -2.776431 -1.405465
H -0.712176 -4.688735 -0.570210
H -2.821058 -0.011137 -1.286837
H -1.556408 1.599476 -3.263352
H -3.823733 1.031961 1.077858
H 1.056576 2.479580 -3.794877
H -2.864904 1.519841 3.604013
H 2.497006 1.594165 -1.603771
H -0.213068 1.129187 3.490799
H 2.925421 0.001259 0.382815
C 3.703552 0.791702 0.669973
H 4.140066 1.124518 -0.277086
H 3.288282 1.636481 1.229989
H 4.437103 0.255817 1.277018
Br 1.802843 -1.071224 2.710996

Atoms 1-6, force components in eV/Å:
C 0.54 -0.46 -1.29
N 0.01 -0.29 1.23
N -1.26 0.67 0.56
C 0.49 -0.87 -3.03
C 1.09 0.53 2.06
B -0.25 0.38 -0.39

HOMO energy (spin up / spin down)	-24.237 / -23.560	eV
total charge	+4
LUMO energy (spin up / spin down)	-16.2 / -18.6	eV
⟨S²⟩	6.075
spin multiplicity	5

[6]
Here is C10H14BClN6O4Tc as an isolated structure at a distorted geometry from the Open Molecules 2025 dataset. Energies are from ωB97M-V/def2-TZVPD.

CARTESIAN COORDINATES (ANGSTROEM)
H 0.008912 2.973635 1.937230
N 0.139483 1.651671 0.252182
B 0.621045 0.505207 -1.932124
N 0.633764 1.792223 -1.017811
C 1.005134 3.075780 -1.211862
Tc -0.833327 -0.438986 1.195755
H 1.360369 3.377031 -2.193586
C 0.814768 3.769244 -0.004802
H 0.987933 4.805344 0.231845
C 0.299314 2.820935 0.901270
H 1.031909 0.765817 -3.020313
C -1.004235 -2.420762 1.381692
H -1.179421 -2.763582 2.422788
H -0.218859 -3.054096 0.924605
H -1.925340 -2.711249 0.820662
N -0.815644 -0.086595 -1.900244
N 1.546620 -0.460404 -1.145574
N -1.408313 -0.556073 -0.725634
N 1.266449 -0.795337 0.164856
C -1.695352 -0.232862 -2.907643
C 2.708864 -1.035625 -1.513970
H -1.436598 0.113036 -3.890150
H 3.149194 -0.866468 -2.491167
C -2.878026 -0.774477 -2.417661
C 3.187321 -1.771754 -0.434743
C -2.661572 -1.014810 -1.072285
C 2.254085 -1.602206 0.601362
H -3.785933 -0.910982 -2.974210
H 4.110950 -2.319966 -0.373612
H -3.310066 -1.453946 -0.340199
H 2.248814 -2.051341 1.587590
H -1.974780 1.808587 1.413943
O 0.405678 0.022350 2.483317
Cl -0.110324 0.160438 4.326109
O -1.367676 -0.568579 4.307380
O 0.962772 -0.644408 4.868322
O -2.137909 0.893214 1.746674

Atoms 1-6, force components in eV/Å:
H 0.08 -0.18 -0.28
N -0.07 1.70 2.01
B 0.42 -0.73 0.72
N 0.25 2.75 -0.95
C -0.22 -3.23 -1.58
Tc 3.86 4.15 -0.68

energy above the lowest of the compared OMol25 structures with the same formula, charge and spin	0.0	kcal/mol
HOMO energy (spin up / spin down)	-15.919 / -15.750	eV
total charge	+2
LUMO energy (spin up / spin down)	-9.7 / -11.4	eV
⟨S²⟩	3.805
spin multiplicity	4